1.
72
Properties=species:S:1:pos:R:3:lowdin_spin:R:1 method="wB97M-V/def2-TZVPD" total_charge=+2 lumo_energy_ev="-5.50 / -8.71" total_energy_ev=-91276.1434 homo_lumo_gap_ev="8.02 / 5.16" multiplicity=5
Pd 0.7934 0.7782 0.0812 1.365
F 5.9908 -0.0082 -1.5790 0.007
C 5.1484 0.2499 -0.5833 0.020
C 3.8829 0.7383 -0.8871 0.086
C 3.0533 0.9413 0.1859 0.497
C 3.3936 0.8028 1.5239 0.080
C 4.6787 0.3042 1.7435 0.016
F 5.0898 0.0699 2.9928 0.008
C 5.5606 0.0217 0.7174 0.007
C 2.4149 1.1332 2.5777 0.021
C 2.7518 1.4502 3.8878 0.006
C 1.7472 1.7606 4.7883 -0.003
C 0.4240 1.7516 4.3707 0.006
C 0.1598 1.4409 3.0530 0.013
N 1.1293 1.1469 2.1866 0.150
H 3.6046 0.9343 -1.9147 0.011
H 6.5479 -0.3613 0.9334 0.000
H 3.7860 1.4584 4.1946 0.001
H 1.9982 2.0088 5.8108 0.000
H -0.3868 1.9818 5.0463 0.001
H -0.8501 1.4278 2.6633 0.002
S -6.4519 0.8865 1.6700 0.536
C -4.9390 0.9111 0.9987 -0.003
S -3.9844 2.3186 0.6996 0.019
C -2.6516 1.3260 0.2262 0.080
N -2.9454 0.0315 0.2483 0.125
N -4.1840 -0.1800 0.6796 0.158
C -4.6236 -1.5487 0.7575 0.016
C -5.8277 -1.9167 0.1760 0.024
C -6.2184 -3.2444 0.2585 -0.002
C -5.4089 -4.1696 0.9031 0.021
C -4.1953 -3.7824 1.4622 0.002
C -3.7879 -2.4611 1.3881 0.015
S -1.2208 2.0758 -0.3153 0.271
H -6.4295 -1.1909 -0.3532 0.003
H -7.1526 -3.5561 -0.1873 0.000
H -5.7239 -5.2022 0.9692 0.001
H -3.5737 -4.5086 1.9674 0.000
H -2.8531 -2.1307 1.8248 0.000
C 1.0460 5.3848 -0.0435 0.002
C 1.8143 5.2692 -1.3692 0.003
C 2.0689 3.7644 -1.5335 0.006
O 1.4476 3.1226 -0.3966 0.093
C 1.3944 4.0905 0.6670 0.004
H -0.0290 5.4299 -0.2185 0.000
H 1.3355 6.2633 0.5298 0.000
H 2.7584 5.8085 -1.3197 0.000
H 1.2464 5.6757 -2.2025 0.000
H 3.1371 3.5375 -1.5262 0.000
H 1.6185 3.3369 -2.4279 0.000
H 2.3709 4.1424 1.1611 0.000
H 0.6441 3.7575 1.3814 0.000
C 2.4321 -3.6192 -1.9342 0.002
C 2.1420 -2.1441 -2.1473 0.002
N 0.7114 -1.9019 -2.3954 0.024
C -0.2169 -1.7844 -1.4553 0.044
S 0.1790 -1.5050 0.2399 0.230
N -1.4976 -1.8956 -1.7616 0.022
C -2.0273 -2.1820 -3.0957 0.003
C -1.9288 -3.6548 -3.4662 0.001
H 3.5004 -3.7680 -1.7808 0.000
H 2.1335 -4.2130 -2.7992 0.000
H 1.9057 -3.9919 -1.0544 0.001
H 2.6824 -1.7547 -3.0093 0.000
H 2.4322 -1.5599 -1.2766 0.000
H 0.3887 -2.1424 -3.3217 0.000
H -2.1339 -1.6700 -1.0093 0.001
H -1.5154 -1.5449 -3.8226 0.001
H -3.0651 -1.8526 -3.0909 0.000
H -0.8954 -4.0058 -3.4626 0.000
H -2.3348 -3.8164 -4.4636 0.000
H -2.4914 -4.2658 -2.7616 0.000

=====

2.
71
Properties=species:S:1:pos:R:3:lowdin_spin:R:1 method="wB97M-V/def2-TZVPD" lumo_energy_ev="0.41 / -2.69" total_energy_ev=-76486.3821 homo_lumo_gap_ev="6.82 / 4.45" multiplicity=3
Pd 1.6204 0.8710 -0.7052 0.748
O -1.2436 2.9668 -0.4122 0.002
S -2.4416 2.1091 -0.3588 0.001
O -3.5929 2.8426 0.0801 0.000
O -2.2739 0.8398 0.5708 0.001
C -2.6292 1.3185 -1.9319 0.001
C -3.9947 1.3224 -2.2784 0.000
C -4.4209 0.7965 -3.5022 0.000
C -3.4577 0.1261 -4.3071 0.002
C -2.1534 -0.0029 -3.7773 0.005
C -1.7037 0.5571 -2.5909 0.031
S 0.0086 0.0858 -2.1916 0.065
O 0.7681 0.0147 -3.4451 0.000
O -0.3223 -1.2137 -1.5527 0.010
O 2.1256 -0.9601 0.4460 0.384
H -4.6619 1.5969 -1.5091 0.000
H -5.4538 0.8197 -3.8390 0.000
H -3.8265 -0.3661 -5.2231 0.000
H -1.3584 -0.5749 -4.2950 0.001
N 2.8180 1.7481 0.8353 0.057
C 4.1271 1.9093 0.2303 0.001
C 4.1687 2.3894 -1.1926 -0.002
C 3.4494 3.7213 -1.4778 0.000
C 2.2413 3.4688 -2.4424 0.011
N 1.2785 2.8474 -1.5000 0.085
H 2.4374 2.6593 1.2095 0.004
H 2.7567 1.0019 1.5706 0.002
H 4.5928 0.9264 0.1842 0.000
H 4.7889 2.5732 0.8179 0.001
H 3.8064 1.6580 -1.9578 -0.001
H 5.2218 2.5146 -1.3838 0.000
H 4.1174 4.4581 -2.0010 0.000
H 3.0566 4.2929 -0.6081 0.000
H 2.4437 2.7044 -3.1956 0.001
H 1.8696 4.3540 -2.9771 0.004
H 0.2931 2.9648 -1.7297 0.000
H 1.3073 3.3555 -0.5936 0.000
C -4.7156 -3.4078 2.7581 -0.001
C -4.9527 -2.1102 2.3267 0.001
C -3.9722 -1.3774 1.6912 0.003
C -2.6909 -1.9153 1.5181 0.025
C -2.4145 -3.2246 1.8682 0.002
C -3.4160 -3.9395 2.5869 0.001
Sb -0.9329 -0.6651 0.9547 0.024
C -0.1523 0.2662 2.7562 0.004
C -0.6897 1.2957 3.4318 0.000
C -0.7523 1.3015 4.8491 0.000
C -0.3727 0.2371 5.5863 -0.001
C 0.2751 -0.8761 4.9029 0.000
C 0.4782 -0.7775 3.5077 0.000
C 2.4915 -1.9180 -0.3916 0.072
C 3.2596 -1.7004 -1.5541 0.146
C 3.2297 -2.6098 -2.5675 -0.003
C 2.6984 -3.8653 -2.3687 0.182
C 2.2106 -4.2057 -1.0887 -0.003
C 2.0910 -3.2227 -0.1316 0.121
H -5.4597 -4.0245 3.2670 0.000
H -5.9348 -1.6467 2.4178 0.000
H -4.2385 -0.3370 1.4636 0.000
H -1.4049 -3.6432 1.6562 0.000
H -3.1245 -4.9271 2.9296 0.000
H -1.1134 2.1503 2.8898 0.000
H -1.2414 2.1315 5.3491 0.000
H -0.4770 0.1057 6.6487 0.000
H 0.6454 -1.7919 5.3908 0.000
H 1.0627 -1.4783 2.9418 0.000
H 3.9324 -0.8466 -1.6625 0.004
H 3.6852 -2.3896 -3.5416 -0.003
H 2.7639 -4.6195 -3.2059 0.008
H 1.9907 -5.2779 -0.8683 -0.002
H 1.4787 -3.3873 0.7228 0.006

=====

3.
68
Properties=species:S:1:pos:R:3:nbo_charge:R:1 method="wB97M-V/def2-TZVPD" total_charge=+1 lumo_energy_ev="-3.38 / -3.38" total_energy_ev=-161656.6329 homo_lumo_gap_ev="6.91 / 6.91"
Ni -0.1343 0.0326 0.1530 0.684
O 2.3740 -1.3504 -0.1070 -0.540
N 1.8535 -0.0541 0.0239 -0.203
C 2.7579 0.8057 -0.2486 0.107
C 2.6583 2.2660 -0.1905 -0.031
C 3.8797 2.9391 -0.2569 -0.175
C 3.9363 4.3196 -0.1786 -0.185
C 2.7636 5.0451 -0.0353 -0.173
C 1.5463 4.3831 0.0218 -0.167
C 1.4789 2.9945 -0.0608 -0.374
P -0.1683 2.2325 0.0192 1.071
C -1.0305 2.9672 -1.3942 -0.414
C -2.4193 2.9197 -1.4607 -0.129
C -3.0771 3.4297 -2.5693 -0.226
C -2.3555 3.9542 -3.6330 -0.175
C -0.9714 3.9778 -3.5844 -0.205
C -0.3085 3.4879 -2.4676 -0.184
C -0.8249 2.9640 1.5381 -0.385
C -0.4031 2.4092 2.7446 -0.124
C -0.8505 2.9308 3.9447 -0.216
C -1.7348 4.0045 3.9463 -0.185
C -2.1548 4.5593 2.7487 -0.188
C -1.6970 4.0440 1.5415 -0.213
H 1.6582 -1.9333 0.2016 0.493
H 3.7333 0.4012 -0.5036 0.219
H 4.7926 2.3672 -0.3648 0.224
H 4.8902 4.8259 -0.2299 0.235
H 2.7936 6.1241 0.0304 0.234
H 0.6335 4.9551 0.1335 0.233
H -2.9761 2.4855 -0.6440 0.230
H -4.1573 3.4165 -2.6032 0.228
H -2.8725 4.3413 -4.5007 0.228
H -0.4036 4.3813 -4.4115 0.227
H 0.7718 3.5262 -2.4351 0.222
H 0.2702 1.5586 2.7451 0.204
H -0.5174 2.4992 4.8786 0.225
H -2.0961 4.4059 4.8835 0.227
H -2.8390 5.3972 2.7487 0.225
H -2.0296 4.4855 0.6108 0.225
C -5.3401 -0.0291 1.8418 -1.140
Si -4.4856 -0.2129 0.2167 1.558
C -4.7292 -1.8809 -0.5429 -1.145
C -5.0514 1.0798 -0.9768 -1.151
Se -2.3161 -0.0064 0.9174 -0.723
H -6.4230 -0.0761 1.6984 0.249
H -5.0905 0.9313 2.2940 0.252
H -5.0486 -0.8188 2.5345 0.252
H -5.7897 -2.0397 -0.7586 0.246
H -4.3946 -2.6757 0.1246 0.245
H -4.1793 -1.9567 -1.4832 0.237
H -6.1174 0.9203 -1.1640 0.253
H -4.5287 1.0000 -1.9289 0.244
H -4.9329 2.0901 -0.5848 0.235
N -1.7914 -6.6912 -1.1114 -0.799
C -1.7615 -6.0012 0.0494 0.639
O -2.1388 -6.4550 1.1056 -0.571
C -1.2158 -4.5846 -0.0008 -0.044
C -1.0107 -3.9550 1.2166 -0.203
C -0.5505 -2.6562 1.2318 0.073
N -0.2698 -1.9809 0.1049 -0.556
C -0.4549 -2.5929 -1.0704 0.060
C -0.9299 -3.8857 -1.1647 -0.227
H -2.1301 -7.6396 -1.0814 0.422
H -1.4628 -6.3258 -1.9855 0.396
H -1.2341 -4.4843 2.1315 0.270
H -0.4157 -2.1209 2.1608 0.231
H -0.2168 -2.0200 -1.9576 0.221
H -1.0773 -4.3049 -2.1498 0.227

=====

4.
65
Properties=species:S:1:pos:R:3:nbo_charge:R:1 method="wB97M-V/def2-TZVPD" total_charge=+1 lumo_energy_ev=-4.88 total_energy_ev=-39586.8524 homo_lumo_gap_ev=6.29
C -0.5047 2.2233 -7.0174 -0.076
C -1.1403 1.8976 -5.6705 -0.242
N -0.1593 2.0840 -4.6017 -0.451
C -0.5326 1.5651 -3.3409 0.284
C -1.0040 2.4009 -2.3082 -0.240
C -1.3355 1.8540 -1.0842 -0.081
C -1.0448 0.4932 -0.7677 -0.211
C -1.2111 0.0986 0.5808 0.176
C -0.7998 -1.1139 1.1869 -0.194
C 0.2541 -1.9292 0.6728 -0.125
C 0.5258 -3.1665 1.2370 -0.207
C -0.1940 -3.6206 2.3616 0.261
N 0.0974 -4.8766 2.9719 -0.493
C -0.4906 -6.0369 2.2954 -0.237
C -0.2208 -7.3020 3.1002 -0.077
O 1.1660 -7.4312 3.4221 -0.517
C 1.6420 -6.3160 4.1792 -0.077
C 1.4919 -5.0236 3.3926 -0.239
C -1.2089 -2.8029 2.9088 -0.228
C -1.4695 -1.5599 2.3684 -0.119
C -0.6530 -0.3591 -1.8543 -0.101
C -0.4296 0.1718 -3.1144 -0.252
C 0.4771 3.4014 -4.5992 -0.250
C 1.1243 3.6040 -5.9622 -0.075
O 0.1624 3.4873 -7.0135 -0.515
H 0.1906 1.4038 -7.2834 0.172
H -1.2876 2.3272 -7.7837 0.210
H -2.0119 2.5686 -5.5223 0.184
H -1.4836 0.8577 -5.6557 0.217
H -1.1329 3.4706 -2.4970 0.233
H -1.8011 2.4752 -0.3187 0.233
H -1.8108 0.7680 1.1895 0.254
H 0.8414 -1.5830 -0.1796 0.229
H 1.2875 -3.8199 0.8034 0.230
H -1.5713 -5.8689 2.2116 0.212
H -0.0696 -6.1532 1.2784 0.173
H -0.8517 -7.2750 4.0106 0.173
H -0.4456 -8.1925 2.4951 0.210
H 1.0938 -6.1986 5.1357 0.174
H 2.7073 -6.5286 4.3511 0.209
H 2.1754 -5.0231 2.5234 0.172
H 1.7332 -4.1711 4.0395 0.210
H -1.7597 -3.1842 3.7705 0.246
H -2.2455 -0.9243 2.7993 0.228
H -0.5595 -1.4330 -1.6946 0.231
H -0.1158 -0.4558 -3.9522 0.242
H -0.2590 4.2053 -4.4056 0.181
H 1.2478 3.4116 -3.8203 0.218
H 1.5083 4.6313 -6.0474 0.210
H 1.9428 2.8657 -6.0764 0.176
C 0.6532 5.5055 0.9819 -0.216
C 0.1579 4.2058 0.8169 -0.224
C 0.1639 3.3418 1.9129 0.144
C 0.6913 3.7857 3.1454 0.088
C 1.2020 5.0600 3.3263 -0.217
C 1.1744 5.9270 2.2177 -0.201
N 0.5086 2.7172 4.0245 -0.526
C -0.1000 1.7042 3.3402 0.224
N -0.3246 2.0549 2.0804 -0.536
H 0.6407 6.2000 0.1394 0.225
H -0.2342 3.8292 -0.1248 0.206
H 1.6053 5.3489 4.2983 0.226
H 1.5619 6.9429 2.3024 0.229
H 0.7962 2.6888 4.9979 0.429
H -0.3612 0.7716 3.8261 0.210